P.
DFT (wB97M-V/def2-TZVPD) results for one molecule with the formula C3H6O4S.

Element x y z (Å)
S (-0.81, 0.10, 1.73)
O (-0.54, -1.68, -0.70)
O (-2.18, -0.23, 1.53)
O (-0.11, 0.03, -2.17)
O (-0.33, 0.74, 2.90)
C (1.41, 0.65, 0.25)
C (-0.64, -0.26, -0.94)
C (-0.05, 0.54, 0.17)
H (-1.76, -0.24, -0.85)
H (1.98, 1.38, -0.33)
H (1.88, -0.21, -0.02)
H (0.64, 0.60, -2.22)
H (1.85, 0.76, 1.35)
H (-1.35, -2.20, -0.70)

- SMILES string: CC(C(O)O)=S(=O)=O
- LUMO energy (alpha / beta): -1.5 / -1.5 eV
- Orbital gap (alpha / beta): 7.75 / 7.74 eV
- HOMO level (alpha / beta): -9.225 / -9.214 eV

***

Q.
DFT (wB97M-V/def2-TZVPD) results for one molecule with the formula C3H6O4S.

Element x y z (Å)
S (-2.30, -0.11, 0.06)
O (-1.40, 0.55, -1.12)
O (-3.45, 0.65, 0.35)
O (-1.03, 0.29, 0.98)
O (-2.42, -1.51, -0.10)
C (-0.33, 0.66, -0.20)
C (1.94, -0.17, 0.49)
C (0.80, -0.30, -0.52)
H (2.38, 0.83, 0.44)
H (2.71, -0.90, 0.28)
H (1.56, -0.33, 1.49)
H (0.00, 1.70, -0.12)
H (0.39, -1.31, -0.50)
H (1.15, -0.08, -1.53)

- LUMO energy: 0.8 eV
- Orbital gap: 12.14 eV
- HOMO level: -11.303 eV

***

Which structure is the most stable? The one labeled Q.